{
  "formula": "C54H49BrKN4O5P",
  "method": "ωB97M-V with the def2-TZVPD basis set",
  "elements": ["K", "C", "C", "C", "C", "C", "C", "C", "C", "N", "C", "C", "C", "C", "N", "C", "C", "C", "C", "C", "C", "C", "C", "H", "H", "H", "H", "H", "H", "H", "H", "H", "H", "H", "H", "H", "H", "H", "H", "H", "H", "H", "H", "H", "H", "H", "H", "C", "C", "C", "C", "C", "C", "N", "N", "C", "C", "C", "C", "C", "C", "H", "H", "H", "H", "H", "H", "H", "H", "H", "O", "C", "O", "C", "P", "C", "C", "C", "C", "C", "C", "C", "C", "C", "C", "C", "C", "H", "H", "H", "H", "H", "H", "H", "H", "H", "H", "H", "H", "O", "C", "Br", "C", "C", "C", "C", "C", "C", "C", "O", "O", "H", "H", "H", "H"],
  "xyz": [[-0.93937, 1.28659, -0.58642], [1.23223, -3.64801, 1.71458], [2.00833, -3.55091, 0.43618], [2.24893, -4.66291, -0.34582], [2.98843, -4.55861, -1.51372], [3.48003, -3.32061, -1.88812], [3.24943, -2.18121, -1.13282], [3.79033, -0.86851, -1.61012], [2.49783, -2.28191, 0.05418], [2.11293, -1.21701, 0.81708], [2.80253, -0.62721, 1.74488], [4.25293, -1.01021, 1.99518], [2.19563, 0.34019, 2.60748], [3.03743, 0.87859, 3.75298], [0.92903, 0.62239, 2.48758], [0.15973, 1.45459, 3.22598], [-0.99307, 0.87589, 3.82718], [-1.16117, -0.60861, 3.72658], [-1.82897, 1.63489, 4.63568], [-1.63707, 2.99559, 4.76398], [-0.56957, 3.58709, 4.09998], [0.33593, 2.85479, 3.35488], [1.40823, 3.58419, 2.60718], [0.69623, -4.59421, 1.77418], [0.54123, -2.80701, 1.76588], [1.89283, -3.56891, 2.58088], [1.85283, -5.62531, -0.04072], [3.18133, -5.43431, -2.12192], [4.06083, -3.23081, -2.79822], [4.77843, -1.00171, -2.05382], [3.84813, -0.14501, -0.80162], [3.13223, -0.45191, -2.37122], [4.57903, -1.71061, 1.22728], [4.37173, -1.49221, 2.96908], [4.90493, -0.13681, 1.96448], [3.44963, 0.05639, 4.34188], [2.42483, 1.49759, 4.40618], [3.87403, 1.47589, 3.38598], [-0.99507, -0.90481, 2.69348], [-2.15537, -0.91741, 4.04318], [-0.41827, -1.11871, 4.34318], [-2.66767, 1.15439, 5.12508], [-2.30937, 3.59779, 5.36228], [-0.43617, 4.66029, 4.17178], [1.65953, 4.52069, 3.10428], [1.02613, 3.80669, 1.61118], [2.30383, 2.98569, 2.49168], [3.82563, 3.67569, -1.71002], [3.42163, 3.34779, -2.99692], [2.43393, 2.41779, -3.20432], [1.78993, 1.77079, -2.12172], [2.20183, 2.12579, -0.82172], [3.20043, 3.05269, -0.63302], [0.84203, 0.81659, -2.29582], [0.89513, 0.28449, -3.51862], [0.00863, -0.59261, -3.95832], [0.37613, -1.17941, -5.20472], [-0.40827, -2.06561, -5.88032], [-1.64067, -2.45111, -5.35282], [-2.03637, -1.92201, -4.13712], [-1.25517, -1.02381, -3.43252], [4.62563, 4.39009, -1.54802], [3.89413, 3.82829, -3.84892], [2.12063, 2.15329, -4.20382], [1.74063, 1.62329, 0.01668], [3.51623, 3.29999, 0.37398], [1.33693, -0.88081, -5.59632], [-0.06597, -2.47321, -6.82402], [-2.27267, -3.15811, -5.87222], [-2.97897, -2.24211, -3.70872], [-3.75227, -0.00281, -2.90322], [-2.99647, -0.33781, -2.01982], [-1.70527, -0.61711, -2.16352], [-3.45907, -0.54371, -0.59322], [-2.22057, -1.59071, 0.30678], [-3.27367, -2.50101, 1.52768], [-4.66377, -2.47501, 1.63448], [-5.32337, -3.34101, 2.48828], [-4.61587, -4.23461, 3.27578], [-3.22827, -4.23041, 3.22088], [-2.57267, -3.38161, 2.35568], [-2.15387, -3.00061, -0.87272], [-0.92307, -3.31181, -1.44512], [-0.81977, -4.33641, -2.36712], [-1.94187, -5.06401, -2.72472], [-3.16947, -4.76761, -2.14902], [-3.27567, -3.74621, -1.22552], [-4.45017, -1.00321, -0.64832], [-3.55237, 0.42389, -0.09592], [-5.25117, -1.77731, 1.05258], [-6.40507, -3.31681, 2.53828], [-5.13857, -4.91721, 3.93318], [-2.66417, -4.89591, 3.85908], [-1.49497, -3.39341, 2.30938], [-0.05327, -2.73131, -1.17342], [0.13863, -4.54831, -2.81762], [-1.86937, -5.85481, -3.45952], [-4.05207, -5.33001, -2.43022], [-4.23697, -3.52891, -0.77762], [-2.66457, 2.57549, 2.00468], [-2.32437, 1.49169, 1.95438], [-3.44807, 6.42989, -0.53462], [-1.57397, 6.58849, -0.78152], [-1.04237, 7.85019, -0.99662], [0.32473, 7.98029, -1.17822], [1.14443, 6.86249, -1.12332], [0.59313, 5.61639, -0.89092], [-0.77747, 5.46259, -0.72792], [-1.32847, 4.05279, -0.50112], [-2.41547, 3.77569, -1.01592], [-0.59937, 3.31529, 0.17958], [-1.69627, 8.71289, -1.02732], [0.74453, 8.96119, -1.36412], [2.21333, 6.95859, -1.26512], [1.20633, 4.72969, -0.83722]],
  "lowdin_charge": [0.79, -0.05, -0.23, -0.09, -0.13, -0.08, -0.21, -0.03, -0.25, 0.12, -0.33, -0.04, -0.32, -0.05, 0.12, -0.25, -0.31, -0.07, -0.12, -0.12, -0.07, -0.21, -0.03, 0.07, 0.05, 0.08, 0.10, 0.08, 0.10, 0.08, 0.06, 0.06, 0.07, 0.07, 0.07, 0.06, 0.07, 0.07, 0.02, 0.07, 0.09, 0.10, 0.09, 0.10, 0.08, 0.06, 0.05, -0.13, -0.12, -0.04, -0.33, -0.07, -0.12, -0.06, 0.01, -0.22, -0.04, -0.13, -0.11, -0.05, -0.15, 0.08, 0.09, 0.09, 0.08, 0.09, 0.10, 0.09, 0.09, 0.11, 0.13, -0.57, -0.09, -0.24, 1.11, -0.35, -0.10, -0.10, -0.11, -0.09, -0.11, -0.35, -0.08, -0.07, -0.10, -0.10, -0.09, 0.09, 0.07, 0.09, 0.09, 0.09, 0.10, 0.08, 0.11, 0.11, 0.10, 0.09, 0.10, 0.11, 0.02, 0.77, -0.60, -0.15, -0.11, -0.08, -0.01, -0.14, -0.72, -0.08, -0.21, 0.08, 0.09, 0.10, 0.10],
  "homo_energy_ha": [-0.0333, -0.0074],
  "charge": -2,
  "lumo_ha": [0.1424, 0.1424],
  "homo_lumo_gap_ha": [0.176, 0.150],
  "energy_ev": -168648.3175
}

---

{
  "formula": "C4H6N2O",
  "method": "ωB97M-V with the def2-TZVPD basis set",
  "elements": ["C", "C", "C", "C", "N", "N", "O", "H", "H", "H", "H", "H", "H"],
  "xyz": [[-2.26953, -0.07364, 0.04251], [-0.85838, -0.01176, -0.47328], [0.23746, 0.27806, 0.18999], [1.45748, 0.58295, 0.56768], [2.40434, -0.27956, 1.11794], [-0.77650, -0.28337, -1.92154], [0.33896, -0.33680, -2.37162], [-2.88083, -0.67532, -0.63736], [-2.31203, -0.51294, 1.04211], [-2.71666, 0.92566, 0.09236], [1.75673, 1.63024, 0.54423], [3.35587, 0.00731, 0.93466], [2.26309, -1.25083, 0.87232]],
  "nbo_charge": [-0.64, -0.04, 0.02, -0.04, -0.80, 0.13, -0.28, 0.23, 0.23, 0.22, 0.22, 0.38, 0.38],
  "homo_energy_ha": -0.3134,
  "charge": 0,
  "lumo_ha": -0.0133,
  "de_lowest_kj_mol": 441.5,
  "homo_lumo_gap_ha": 0.300,
  "energy_ev": -9268.9265,
  "smiles": "CC(=C=CN)N=O"
}

---

{
  "formula": "CH3NOSi",
  "method": "ωB97M-V with the def2-TZVPD basis set",
  "elements": ["N", "C", "O", "Si", "H", "H", "H"],
  "xyz": [[-0.95095, -2.55579, 0.93722], [-0.66860, -1.61758, 0.36770], [-0.61561, -0.50826, -0.12671], [0.38144, 0.92144, -0.22947], [0.62675, 1.04555, -1.79240], [-0.34514, 2.03059, 0.09375], [1.57212, 0.68404, 0.74991]],
  "nbo_charge": [-0.44, 0.56, -0.79, 1.18, -0.16, -0.20, -0.15],
  "homo_energy_ha": -0.3932,
  "charge": 0,
  "lumo_ha": 0.0078,
  "de_lowest_kj_mol": 156.5,
  "homo_lumo_gap_ha": 0.401,
  "energy_ev": -12499.5298,
  "smiles": "N#CO[SiH3]"
}

---

> charge of number 2 (C4H6N2O)?

0